The following is a quantum chemistry calculation of a single C4H7NO molecule, from OMol25.

```
13
Properties=species:S:1:pos:R:3
O 1.222 -0.657 1.321
C 0.251 -1.028 0.092
C -1.005 -0.433 0.637
N -1.224 0.402 -0.630
C -0.125 1.346 -0.632
C 0.140 -0.051 -1.066
H 1.810 0.094 1.130
H 0.468 -2.079 -0.080
H -0.090 -0.090 1.518
H -1.898 -1.013 0.909
H 0.233 1.704 0.332
H -0.157 2.091 -1.425
H 0.374 -0.287 -2.105
```

Orbital gap = 10.027 eV
Molecular weight = 85.1 g mol⁻¹
Energy above the lowest of the compared OMol25 structures with the same formula, charge and spin = 526.3 kJ/mol
LUMO = 0.896 eV

***

The following is a quantum chemistry calculation of a single CH5N3OS molecule, from OMol25.

```
11
Properties=species:S:1:pos:R:3
H 0.651 -0.815 -1.639
N 0.988 -0.537 -0.750
C 0.057 -0.069 -0.019
N -1.273 0.098 -0.406
O -1.576 -0.130 -1.752
N 0.290 0.407 1.262
S 1.837 0.389 1.911
H -1.614 0.956 0.007
H -0.983 0.427 -2.237
H -0.427 0.203 1.944
H 2.050 -0.930 1.679
```

Orbital gap = 9.924 eV
Molecular weight = 107.1 g mol⁻¹
Energy above the lowest of the compared OMol25 structures with the same formula, charge and spin = 145.5 kJ/mol
LUMO = 0.649 eV

***

The following is a quantum chemistry calculation of C10H30MnNO8 as an isolated structure, from OMol25.

```
50
Properties=species:S:1:pos:R:3
Mn -3.595 0.285 2.136
N -1.522 0.195 0.516
O -2.406 -0.666 0.569
O -1.670 1.078 1.305
O -0.516 0.078 -0.180
C 3.309 -2.765 -1.238
C 2.340 -1.601 -1.086
O 1.122 -2.011 -0.512
H 3.739 -2.987 -0.261
H 4.108 -2.601 -1.960
H 2.823 -3.722 -1.424
H 2.122 -1.100 -2.030
H 2.809 -0.900 -0.395
H 0.600 -1.235 -0.294
C -1.819 -3.866 -0.700
C -0.730 -4.658 0.036
O 0.465 -4.683 -0.680
H -1.458 -2.862 -0.922
H -2.687 -3.766 -0.049
H -2.060 -4.287 -1.676
H -1.048 -5.679 0.247
H -0.592 -4.170 1.001
H 0.845 -3.820 -0.500
C -0.265 -1.796 3.259
C -1.755 -1.986 3.514
O -2.283 -0.650 3.610
H 0.261 -2.748 3.336
H 0.224 -1.089 3.929
H -0.135 -1.468 2.228
H -1.826 -2.472 4.487
H -2.130 -2.631 2.720
H -2.199 -0.437 4.543
C 2.208 2.417 -1.484
C 2.385 3.902 -1.838
O 2.829 4.563 -0.675
H 1.495 2.218 -0.684
H 3.190 1.995 -1.274
H 1.845 1.882 -2.362
H 1.406 4.177 -2.230
H 3.072 4.048 -2.671
H 3.751 4.816 -0.764
C -1.572 3.760 -1.364
C -2.197 5.104 -1.187
O -2.200 5.386 0.201
H -1.569 3.445 -2.408
H -2.172 3.026 -0.826
H -0.547 3.746 -0.993
H -3.156 5.200 -1.695
H -1.574 5.851 -1.680
H -1.267 5.483 0.408
```

Spin multiplicity = 7
Orbital gap (spin up / spin down) = 4.761 / 2.380 eV
Expectation value of S² = 12.007
Molecular weight = 347.3 g mol⁻¹
LUMO (spin up / spin down) = -9.085 / -11.465 eV
Charge = +2

***

The following is a quantum chemistry calculation of a 8-piece molecular cluster, C10H38N2O8 overall, from OMol25.

```
58
Properties=species:S:1:pos:R:3
C 2.485 5.753 -2.073
O 1.112 5.646 -2.383
C 0.771 4.428 -3.004
C 0.219 3.431 -2.010
C -0.017 2.088 -2.691
N -1.064 3.891 -1.418
H 3.100 5.580 -2.967
H 2.776 5.035 -1.301
H 2.669 6.776 -1.754
H 0.031 4.634 -3.789
H 1.639 4.007 -3.536
H 0.911 3.348 -1.167
H -0.433 1.372 -1.991
H 0.921 1.728 -3.118
H -0.720 2.262 -3.512
H -1.739 3.970 -2.181
H -0.932 4.869 -1.148
C -0.800 -3.180 2.139
O -1.144 -3.626 3.412
C -2.533 -3.858 3.521
C -2.856 -4.120 4.971
C -2.590 -2.896 5.818
N -2.137 -5.280 5.523
H -1.210 -2.183 1.946
H -1.154 -3.876 1.364
H 0.285 -3.118 2.050
H -3.087 -2.973 3.163
H -2.817 -4.695 2.863
H -3.926 -4.350 5.021
H -1.548 -2.574 5.773
H -2.901 -3.071 6.844
H -3.130 -2.038 5.401
H -2.223 -6.068 4.887
H -1.143 -5.063 5.510
C 3.590 -0.329 -3.177
C 2.264 -0.974 -3.578
O 1.868 -0.628 -4.914
H 3.730 0.640 -3.654
H 4.440 -0.946 -3.482
H 3.638 -0.217 -2.093
H 1.464 -0.647 -2.916
H 2.350 -2.061 -3.482
H 2.308 -1.237 -5.514
O -2.433 0.574 1.181
H -1.631 0.233 0.755
H -3.176 0.239 0.672
O -0.707 -1.903 -2.296
H -1.010 -2.816 -2.272
H -0.602 -1.690 -3.229
O -0.136 2.974 1.423
H -0.722 3.520 0.884
H -0.467 2.080 1.270
O -0.013 -0.519 0.140
H -0.161 -0.967 -0.708
H 0.947 -0.396 0.205
O 2.653 -0.323 1.168
H 2.546 -0.976 1.869
H 2.449 0.523 1.587
```

Orbital gap = 9.357 eV
Molecular weight = 314.4 g mol⁻¹
Energy above the lowest of the compared OMol25 structures with the same formula, charge and spin = 0.0 kJ/mol
LUMO = 0.132 eV

***

The following is a quantum chemistry calculation of a single C24H25N5O2S molecule, from OMol25.

```
57
Properties=species:S:1:pos:R:3
C 2.085 3.288 -3.738
C 0.587 3.495 -3.970
C 0.164 4.864 -3.419
C 0.290 3.429 -5.472
C -0.328 2.473 -3.278
O -1.499 2.385 -3.578
N 0.261 1.721 -2.305
C -0.326 0.776 -1.465
C -1.704 0.601 -1.368
C -2.219 -0.331 -0.489
C -1.375 -1.097 0.304
N -1.924 -2.049 1.210
C -1.940 -3.437 0.758
C -0.550 -3.986 0.686
C 0.250 -4.219 1.836
C 1.494 -4.660 1.526
S 1.721 -4.809 -0.173
C 0.121 -4.256 -0.465
C -2.456 -1.731 2.406
O -2.960 -2.546 3.152
C -2.379 -0.245 2.794
N -1.032 0.238 2.801
N -0.655 1.330 2.125
N 0.592 1.525 2.249
C 1.118 0.541 3.035
C 2.415 0.281 3.474
C 2.598 -0.826 4.268
C 1.534 -1.664 4.634
C 0.245 -1.428 4.218
C 0.053 -0.315 3.408
C 0.001 -0.948 0.187
C 0.518 -0.014 -0.687
H 2.397 2.284 -4.026
H 2.637 3.991 -4.359
H 2.369 3.478 -2.704
H -0.896 5.025 -3.601
H 0.729 5.656 -3.908
H 0.343 4.921 -2.347
H 0.771 4.254 -5.992
H -0.783 3.482 -5.636
H 0.653 2.493 -5.892
H 1.251 1.845 -2.159
H -2.361 1.197 -1.979
H -3.287 -0.466 -0.411
H -2.418 -3.481 -0.225
H -2.538 -3.994 1.485
H -0.100 -4.067 2.840
H 2.294 -4.920 2.188
H -0.231 -4.166 -1.474
H -2.942 0.372 2.090
H -2.821 -0.153 3.793
H 3.231 0.930 3.198
H 3.587 -1.065 4.629
H 1.740 -2.515 5.268
H -0.578 -2.063 4.506
H 0.663 -1.542 0.799
H 1.589 0.115 -0.752
```

Orbital gap = 9.066 eV
Molecular weight = 447.6 g mol⁻¹
Energy above the lowest of the compared OMol25 structures with the same formula, charge and spin = 0.0 kJ/mol
LUMO = 0.530 eV

***

The following is a quantum chemistry calculation of a 2-piece molecular cluster, C3H4FNO2 overall, from OMol25.

```
11
Properties=species:S:1:pos:R:3
C 1.804 -0.250 0.080
C 0.688 0.332 -0.262
C -1.380 -0.549 0.560
N -2.363 0.085 0.009
O -1.326 -1.533 1.218
O 3.059 0.155 -0.338
F 0.421 1.383 -0.974
H 1.814 -0.878 0.960
H -2.440 0.988 -0.438
H -3.242 -0.279 0.385
H 2.966 0.546 -1.200
```

Orbital gap = 9.042 eV
Molecular weight = 105.1 g mol⁻¹
Energy above the lowest of the compared OMol25 structures with the same formula, charge and spin = 374.5 kJ/mol
LUMO = 0.343 eV

***

no.,E_tot (hartree)
1,-286.43118
2,-678.72055
3,-2205.77446
4,-1115.18890
5,-1752.03338
6,-421.68053